Formula: C24H36F3FeO24
Source: the Open Molecules 2025 dataset
Level of theory: ωB97M-V/def2-TZVPD

```
88
C24H36F3FeO24, DFT ωB97M-V/def2-TZVPD
Fe -0.42 -0.56 -2.67
C 0.44 -0.07 1.27
C -0.01 -0.37 -0.12
O 0.62 -1.17 -0.88
O -0.98 0.17 -0.70
H -0.17 -0.45 2.08
H 0.45 1.02 1.39
H 1.46 -0.43 1.36
C -1.73 2.95 -4.09
C -1.23 1.65 -3.52
O -0.01 1.38 -3.30
O -1.96 0.63 -3.47
H -2.18 2.79 -5.07
H -1.04 3.78 -4.24
H -2.56 3.26 -3.45
C 1.51 -2.87 -5.27
C 0.81 -1.98 -4.32
O -0.43 -1.82 -4.29
O 1.46 -1.17 -3.60
H 2.42 -3.32 -4.88
H 1.81 -2.30 -6.15
H 0.84 -3.67 -5.61
C 4.14 -1.67 0.53
C 4.73 -3.06 0.64
O 4.91 -3.44 -0.70
C 4.57 -2.44 -1.55
O 4.72 -2.42 -2.72
O 3.95 -1.47 -0.86
F 3.92 -3.93 1.30
H 4.82 -0.90 0.90
H 3.16 -1.58 0.99
H 5.71 -3.05 1.12
C 3.74 1.45 -3.78
C 3.53 1.17 -2.31
O 2.94 2.34 -1.77
C 2.77 3.25 -2.73
O 2.15 4.26 -2.59
O 3.41 2.88 -3.86
F 4.70 0.87 -1.69
H 3.04 0.93 -4.43
H 4.73 1.30 -4.20
H 2.77 0.45 -2.03
C 0.08 -2.63 5.48
C -0.81 -3.33 4.41
O -0.01 -4.40 4.03
C 0.88 -4.68 5.01
O 1.60 -5.62 5.03
O 0.87 -3.72 5.95
F -1.02 -2.48 3.38
H -0.48 -2.28 6.34
H 0.65 -1.81 5.04
H -1.76 -3.56 4.89
C 0.03 3.59 -0.50
O -1.17 4.02 0.15
C -1.05 4.51 1.36
O -0.10 4.54 2.10
O -2.25 5.01 1.68
C -2.36 6.00 2.69
H -0.20 3.23 -1.50
H 0.48 2.79 0.08
H 0.77 4.38 -0.56
H -3.42 6.23 2.75
H -1.73 6.87 2.49
H -2.05 5.61 3.66
C -2.48 1.60 1.48
O -1.75 1.31 2.67
C -2.46 1.40 3.79
O -3.62 1.71 3.89
O -1.66 1.07 4.81
C -2.19 0.96 6.13
H -1.73 1.75 0.70
H -2.91 2.59 1.60
H -3.10 0.84 1.02
H -2.23 -0.10 6.36
H -3.22 1.33 6.11
H -1.55 1.52 6.79
C -3.95 -2.34 -3.77
O -3.94 -2.88 -2.44
C -2.94 -2.57 -1.67
O -1.99 -1.89 -2.00
O -3.11 -3.11 -0.48
C -2.07 -2.89 0.46
H -3.11 -2.49 -4.45
H -4.16 -1.28 -3.76
H -4.78 -2.87 -4.22
H -2.10 -1.81 0.69
H -1.07 -3.19 0.15
H -2.29 -3.32 1.44
```

Computed properties:
- E_HOMO (alpha / beta): -10.172 / -10.275 eV
- Spin multiplicity: 6
- Strongest force on any atom: 0.0537 hartree/bohr
- Lowest unoccupied orbital energy (alpha / beta): 0.260 / -1.199 eV

Mulliken atomic charge list, values in e, 6 entries: 1.305, 0.238, 1.511, -0.927, -0.638, -0.003


Formula: C24H36MoN2Si
Source: the Open Molecules 2025 dataset
Level of theory: ωB97M-V/def2-TZVPD

```
64
C24H36MoN2Si, DFT ωB97M-V/def2-TZVPD
C -1.67 -0.59 -1.78
C -0.30 -0.56 -2.17
C 0.26 -1.86 -2.03
H 0.21 0.28 -2.62
C -0.79 -2.74 -1.63
C -1.99 -1.95 -1.46
H -2.99 -2.32 -1.25
H -2.36 0.26 -1.79
H 1.29 -2.15 -2.24
H -0.72 -3.82 -1.59
Mo -0.48 -1.26 -0.02
C 2.30 1.00 1.80
H 2.77 0.01 1.82
H 1.61 1.09 2.65
H 3.09 1.75 1.92
Si 1.44 1.36 0.13
C 0.68 3.06 -0.05
C -0.10 3.31 -1.20
H -0.01 2.68 -2.10
C -1.06 4.32 -1.19
H -1.74 4.42 -2.05
C -1.13 5.20 -0.11
H -1.88 6.00 -0.12
C -0.25 5.05 0.95
H -0.25 5.78 1.77
C 0.65 3.97 1.01
H 1.30 3.82 1.87
C 2.65 1.12 -1.27
C 2.93 2.15 -2.18
H 2.52 3.15 -2.01
C 3.73 1.89 -3.30
H 3.93 2.69 -4.01
C 4.29 0.62 -3.50
H 4.92 0.43 -4.37
C 4.06 -0.39 -2.56
H 4.53 -1.37 -2.67
C 3.25 -0.14 -1.44
H 3.09 -0.92 -0.69
H 0.82 -0.25 0.75
H 0.19 0.87 -0.58
C -3.39 -1.00 1.17
N -2.00 -0.51 1.41
C -2.03 0.96 1.43
C -1.51 -1.05 2.72
C -1.27 -2.55 2.65
N -0.87 -3.04 1.26
C 0.50 -3.61 1.27
C -1.81 -4.12 0.86
H -3.77 -0.59 0.23
H -3.41 -2.10 1.13
H -4.02 -0.66 2.01
H -2.82 1.30 2.12
H -1.06 1.35 1.76
H -2.24 1.34 0.42
H -0.58 -0.52 2.98
H -2.28 -0.85 3.48
H -0.48 -2.83 3.36
H -2.19 -3.08 2.94
H 0.68 -4.17 2.21
H 0.62 -4.28 0.42
H 1.23 -2.79 1.18
H -1.42 -4.65 -0.01
H -1.92 -4.83 1.69
H -2.80 -3.71 0.62
```

Computed properties:
- E_HOMO (alpha / beta): -14.207 / -14.226 eV
- Spin multiplicity: 3
- Strongest force on any atom: 0.0861 hartree/bohr
- Total charge: +2
- Lowest unoccupied orbital energy (alpha / beta): -7.990 / -7.894 eV

Mulliken atomic charge list, values in e, 6 entries: -0.174, -0.115, -1.209, 0.750, -0.051, -0.975


Formula: C24H36N12
Source: the Open Molecules 2025 dataset
Level of theory: ωB97M-V/def2-TZVPD

```
72
C24H36N12, DFT ωB97M-V/def2-TZVPD
C -9.82 16.70 5.22
C -8.69 16.02 4.60
N -7.82 15.48 4.14
H -9.53 17.18 6.16
H -10.65 16.00 5.31
H -10.11 17.60 4.67
C -8.32 13.79 3.37
C -6.88 13.74 3.75
N -5.78 13.62 4.03
H -8.99 14.16 4.14
H -8.63 12.88 2.85
H -8.24 14.58 2.62
C -9.51 16.52 2.44
C -8.36 17.29 1.88
N -7.53 17.91 1.43
H -9.93 17.07 3.28
H -9.22 15.51 2.73
H -10.30 16.47 1.69
C -7.53 18.42 8.43
C -8.12 17.20 7.82
N -8.61 16.27 7.29
H -8.31 18.95 8.97
H -7.16 19.09 7.65
H -6.71 18.08 9.06
C -12.60 16.75 4.66
C -13.65 17.61 5.17
N -14.53 18.24 5.53
H -12.66 15.79 5.16
H -11.62 17.20 4.88
H -12.59 16.57 3.59
C -10.52 18.89 6.25
C -11.25 18.86 5.00
N -11.85 18.87 4.02
H -9.62 18.30 6.11
H -11.14 18.50 7.06
H -10.04 19.85 6.46
C -6.52 16.98 3.53
C -5.29 17.18 4.25
N -4.28 17.40 4.74
H -7.37 17.48 3.99
H -6.70 15.91 3.43
H -6.37 17.38 2.53
C -10.55 16.82 8.28
C -11.33 16.89 7.06
N -12.01 16.88 6.12
H -10.01 15.87 8.23
H -11.17 16.89 9.17
H -9.73 17.54 8.28
C -6.34 16.02 5.91
C -6.35 17.48 6.24
N -6.35 18.66 6.41
H -6.72 15.47 6.77
H -5.28 15.78 5.83
H -6.76 15.74 4.95
C -7.34 20.01 3.95
C -8.48 19.10 4.06
N -9.41 18.38 4.16
H -7.53 21.08 3.87
H -6.81 19.77 3.03
H -6.70 19.77 4.80
C -12.25 13.85 3.94
C -11.44 15.04 3.69
N -10.76 15.97 3.51
H -12.07 13.13 3.14
H -13.33 14.00 4.06
H -11.99 13.35 4.87
C -9.26 14.39 5.99
C -10.57 14.43 6.65
N -11.65 14.43 7.14
H -8.55 15.18 6.24
H -9.46 14.33 4.92
H -8.73 13.49 6.31
```

Computed properties:
- E_HOMO: -7.059 eV
- Strongest force on any atom: 0.3559 hartree/bohr
- Lowest unoccupied orbital energy: -0.507 eV

Mulliken atomic charge list, values in e, 6 entries: -1.378, 0.250, -1.259, 0.773, 0.561, -0.288